# 1
ORCA calculation (the ωB97M-V functional and the def2-TZVPD basis) on the ion C3H2NOS2 with charge -1 at a distorted geometry.

Summary:
- LUMO: 3.523 eV
- Gap between HOMO and LUMO: 5.9 eV
- Energy relative to the best compared isomer or geometry (same formula, charge and spin): 75.5 kcal per mole
- HOMO energy: -2.387 eV
- Calculated total energy: -1041.8642 a.u.
- Total charge: -1

Each atom is followed by the atoms it is bonded to, with distances in Å.
Positions of all 9 atoms, in Å:
1 C -1.532 -1.562 -0.010  N4 1.194, O5 1.162
2 C -0.817 0.758 0.030  N4 1.406, S6 1.674, S7 1.653
3 C 1.913 0.422 -0.345  S7 1.783, H8 1.173, H9 1.022
4 N -0.767 -0.645 -0.034  C1 1.194, C2 1.406
5 O -1.973 -2.630 0.122  C1 1.162
6 S -2.279 1.574 0.044  C2 1.674
7 S 0.624 1.561 0.126  C2 1.653, C3 1.783
8 H 2.938 0.956 -0.145  C3 1.173
9 H 1.894 -0.434 0.212  C3 1.022

Results of the Löwdin charge analysis, in e, for atoms 1 through 8: number 1, C, carries -0.350; number 2, C, carries -1.294; number 3, C, carries -0.515; number 4, N, carries 0.067; number 5, O, carries 0.136; number 6, S, carries 0.377; number 7, S, carries 0.761; number 8, H, carries -0.046

---

# 2
ORCA calculation (the ωB97M-V functional and the def2-TZVPD basis) on the ion C3H2NOS2 with charge -1 at a distorted geometry.

Summary:
- SMILES: [O-]C1=NC(=S)SC1
- LUMO: 3.362 eV
- Gap between HOMO and LUMO: 7.7 eV
- Energy relative to the best compared isomer or geometry (same formula, charge and spin): 22.5 kcal per mole
- HOMO energy: -4.363 eV
- Calculated total energy: -1041.9488 a.u.
- Total charge: -1

Each atom is followed by the atoms it is bonded to, with distances in Å.
Positions of all 9 atoms, in Å:
1 C 0.397 -0.535 -0.933  C3 1.634, N4 1.314, O5 1.223
2 C 0.649 1.290 0.516  N4 1.465, S6 1.589, S7 1.793
3 C -0.794 -0.775 0.160  C1 1.634, S7 1.750, H8 1.025, H9 1.073
4 N 0.983 0.627 -0.747  C1 1.314, C2 1.465
5 O 0.407 -1.225 -1.942  C1 1.223
6 S 1.351 2.606 1.066  C2 1.589
7 S -0.699 0.479 1.376  C2 1.793, C3 1.750
8 H -1.697 -0.869 -0.316  C3 1.025
9 H -0.597 -1.597 0.820  C3 1.073

Results of the Löwdin charge analysis, in e, for atoms 1 through 8: number 1, C, carries -0.623; number 2, C, carries -1.242; number 3, C, carries -0.437; number 4, N, carries 0.001; number 5, O, carries -0.039; number 6, S, carries 0.495; number 7, S, carries 0.787; number 8, H, carries 0.028